Record 1
The following is a DFT calculation (the ωB97M-V functional and the def2-TZVPD basis) of a molecular structure, C17H24N6O5Zr.

```
53
Properties=species:S:1:pos:R:3:mulliken_charge:R:1
Zr -0.14691 -1.31092 -0.27242 0.8491
O -3.76494 -0.95988 -0.35564 -0.5259
C -2.81509 -1.53972 -0.80470 0.2451
O -1.76005 -0.96775 -1.36994 -0.6282
C -2.54045 -3.03918 -0.61477 0.7318
C -3.30997 -4.17961 -0.69058 -0.7743
C -2.66523 -5.40342 -0.48831 -0.1521
C -1.30181 -5.47929 -0.20658 -0.7210
C -0.60088 -4.29134 -0.13755 0.6725
N -1.23632 -3.14068 -0.34200 -0.2569
C 0.89264 -4.03425 0.10394 0.2576
O 1.65910 -4.87912 0.43371 -0.5040
O 1.17147 -2.74102 -0.10807 -0.5908
H -4.36627 -4.12959 -0.91358 0.5309
H -3.23945 -6.31712 -0.56729 0.4670
H -0.80056 -6.42555 -0.05944 0.5204
C 3.11767 1.55748 -3.51328 -0.9270
C 2.19750 2.36750 -2.60319 -1.0077
N 2.32565 1.98480 -1.18755 0.2538
C 3.01709 2.93155 -0.29753 -0.8132
C 4.53450 2.91697 -0.43050 -1.0603
C 1.82452 0.84539 -0.75489 1.6390
C 2.13761 0.38628 0.65524 -2.0544
N 1.04295 0.03483 -1.45213 -0.5818
H 2.90902 1.80577 -4.55294 0.3946
H 2.97302 0.48478 -3.38021 0.2903
H 4.16150 1.78859 -3.30910 0.3002
H 1.15454 2.26591 -2.91520 0.4716
H 2.43813 3.42534 -2.67577 0.4423
H 2.72873 2.72859 0.73147 0.3937
H 2.63847 3.92235 -0.54726 0.4277
H 4.95344 1.93502 -0.20914 0.2779
H 4.95051 3.63141 0.27907 0.4159
H 4.84973 3.21522 -1.42956 0.3139
H 3.18413 0.56378 0.89234 0.4772
H 1.99116 -0.69835 0.73274 0.7672
H 1.53719 0.91799 1.39430 0.3205
H 0.86978 0.31869 -2.40693 0.1722
C -3.47650 2.24621 3.30390 -1.0344
N -2.58227 1.38649 2.54040 0.0275
C -1.93274 0.22031 3.11182 -0.3858
C -1.15809 -0.25549 1.91848 0.8086
O -0.44964 -1.29593 1.79850 -0.6160
N -1.30693 0.56381 0.89000 -0.0854
C -2.21958 1.51035 1.27034 0.1807
N -2.64604 2.44168 0.44169 -0.3244
H -3.81216 1.70273 4.18267 0.3709
H -4.35616 2.51471 2.71971 0.4133
H -2.96782 3.15363 3.63127 0.3410
H -2.66033 -0.52411 3.44586 0.4123
H -1.28035 0.45898 3.95599 0.3949
H -2.46067 2.33237 -0.54296 0.2307
H -3.40282 3.05280 0.70558 0.2316
```

For the total energy, the calculation gives -1413.7199 Ha. The value obtained for the LUMO energy is -6.390 eV. Its HOMO-LUMO gap is 9.293 eV. The value obtained for the energy above the lowest of the compared OMol25 structures with the same formula, charge and spin is 0.395 eV. The spin multiplicity is 1. The molar mass comes out at 483.6 g/mol. The total charge is +2.

Record 2
The following is a DFT calculation (the ωB97M-V functional and the def2-TZVPD basis) of C4H11NO in the gas phase.

```
17
Properties=species:S:1:pos:R:3:mulliken_charge:R:1
C 0.49249 -1.64735 1.33673 -1.2971
C -0.52368 -0.65369 0.93489 0.3726
C 0.06291 0.74180 0.59174 -0.7064
C 0.49975 0.72577 -0.90242 -0.2512
O 0.83376 1.89108 -1.60227 -0.5262
N -1.32275 -0.95670 -0.23925 -0.5622
H -0.14427 -2.66751 1.60562 0.2665
H 0.86356 -1.37466 2.31177 0.3670
H 1.32805 -1.81656 0.67515 0.3462
H -1.14877 -0.46985 1.79716 0.2973
H -0.55991 1.67008 0.56065 0.2949
H 0.82015 1.20013 1.34363 0.2490
H 1.55354 0.18451 -1.13275 0.1144
H -0.29451 0.23769 -1.54925 0.3008
H 0.08015 2.39074 -1.87863 0.3158
H -0.82536 -1.58406 -0.88263 0.2419
H -2.27229 -1.20145 -0.12333 0.1767
```

For the total energy, the calculation gives -288.9228 Ha. The value obtained for the LUMO energy is 1.044 eV. As for the SMILES: C[C@H](N)CCO. Its HOMO-LUMO gap is 9.876 eV. The value obtained for the energy above the lowest of the compared OMol25 structures with the same formula, charge and spin is 2.564 eV. The spin multiplicity is 1. The molar mass comes out at 89.1 g/mol. The total charge is 0.

Record 3
The following is a DFT calculation (the ωB97M-V functional and the def2-TZVPD basis) of C4H9N in the gas phase.

```
14
Properties=species:S:1:pos:R:3:mulliken_charge:R:1
C 1.40800 -1.94371 0.86934 -1.0060
C 0.44092 -0.71537 1.01080 -0.1574
C -0.13258 -0.23883 -0.10513 -0.1587
N -1.02067 0.99414 -0.11254 -0.4002
C -0.87256 1.78545 -1.38808 -0.8675
H 0.87868 -2.82673 0.92881 0.2926
H 1.99588 -2.00075 -0.12878 0.2681
H 2.18873 -1.85599 1.69725 0.2830
H 0.19696 -0.26203 1.99712 0.2613
H -0.02079 -0.70486 -1.09562 0.2802
H -0.74422 1.38937 0.84653 0.2805
H -1.58454 2.60714 -1.69086 0.3331
H 0.17905 2.06581 -1.64537 0.3259
H -1.00771 1.30377 -2.44284 0.2652
```

For the total energy, the calculation gives -212.4714 Ha. The value obtained for the LUMO energy is 1.185 eV. As for the SMILES: C/C=C/NC. Its HOMO-LUMO gap is 9.338 eV. The value obtained for the energy above the lowest of the compared OMol25 structures with the same formula, charge and spin is 2.172 eV. The spin multiplicity is 1. The molar mass comes out at 71.1 g/mol. The total charge is 0.

Record 4
The following is a DFT calculation (the ωB97M-V functional and the def2-TZVPD basis) of a molecular structure, C33H43MgN5O11Si.

```
94
Properties=species:S:1:pos:R:3:mulliken_charge:R:1
Mg 13.21175 11.66536 12.81523 0.2548
C 13.41782 10.49229 16.02080 -0.9567
O 12.97932 11.55654 15.09095 0.0539
C 11.97150 12.45566 15.61375 -1.0033
C 12.26155 13.88502 15.27230 -0.6249
O 12.18963 14.03548 13.81498 -0.0529
C 12.81103 15.29773 13.56849 -0.2748
C 11.93945 15.98709 12.55855 -1.1581
O 12.25606 15.42963 11.26949 -0.1459
C 11.78772 16.27566 10.20302 -0.9912
H 14.17018 9.99247 15.38723 0.2924
H 13.93388 10.82983 16.91345 0.3199
H 12.53019 9.87069 16.33174 0.3089
H 10.98157 12.25171 15.22753 0.2137
H 11.99661 12.40222 16.72337 0.5841
H 11.50862 14.58136 15.69679 0.3702
H 13.27848 14.26162 15.48952 0.4541
H 12.86072 15.88055 14.45024 0.8216
H 13.82541 15.20390 13.18743 -0.0850
H 10.88547 15.84626 12.75484 0.3565
H 12.13297 17.10561 12.50213 0.4567
H 12.46900 17.13379 10.10610 0.3061
H 11.75958 15.64148 9.26704 0.2163
H 10.84551 16.74810 10.52699 0.3840
O 19.97399 11.24164 16.66054 -0.6039
N 19.24006 10.44015 16.08534 0.9889
O 19.18524 9.21923 16.22114 -0.5934
C 18.27335 10.97924 15.10722 -0.6009
C 18.05563 12.30820 15.08536 -0.5391
C 16.91537 12.80164 14.48063 -0.6086
C 15.93904 11.97278 13.90221 1.0037
O 14.91985 12.55876 13.39217 -0.0260
C 16.16929 10.63806 14.01386 -0.4419
C 17.31098 10.10050 14.64935 -0.6256
N 15.33513 9.65669 13.40205 0.7250
O 14.07870 9.87049 12.99172 -0.3579
O 15.67676 8.49302 13.34038 -0.6621
N 16.76787 14.24036 14.44313 0.9586
O 17.37982 14.82854 15.34342 -0.6090
O 16.08985 14.81946 13.57849 -0.5194
H 18.85576 12.96228 15.42842 0.5863
H 17.36551 8.99918 14.73875 0.6079
C 8.08250 11.64398 10.03079 -1.6253
C 8.81729 11.37781 11.34956 2.7436
C 9.27976 12.71167 11.97796 -2.0121
C 7.91622 10.64336 12.36364 -1.6575
Si 10.48415 10.41911 11.13511 -1.6541
O 11.64127 11.08264 12.02468 2.9129
C 11.05698 10.42049 9.32190 0.8597
C 11.22923 9.23416 8.63655 -0.7070
C 11.81734 9.35250 7.37150 -0.6492
C 12.09126 10.57878 6.75483 -0.9705
C 11.94310 11.72382 7.52274 -0.4434
C 11.43384 11.62797 8.80284 0.3264
C 10.21520 8.65110 11.69363 0.5656
C 10.69570 8.16267 12.90058 -0.2533
C 10.19198 6.96904 13.43975 -0.7111
C 9.32811 6.19423 12.73282 -0.4253
C 8.88486 6.59248 11.45274 -1.0453
C 9.31619 7.81316 10.96207 -0.4420
H 7.37172 12.49834 10.07542 0.3553
H 7.58695 10.75006 9.61341 0.3250
H 8.77184 11.88944 9.24100 0.3271
H 8.46949 13.31774 12.42141 0.5867
H 9.73894 13.39144 11.23502 0.2438
H 9.94173 12.62814 12.84484 0.0237
H 7.37725 9.78039 11.95254 0.3289
H 7.13472 11.35450 12.67713 0.5347
H 8.43883 10.33472 13.33934 0.1888
H 11.01100 8.27353 9.12513 0.3424
H 12.07558 8.42707 6.83757 0.3375
H 12.32527 10.64087 5.69950 0.4139
H 12.26578 12.71450 7.19002 0.3917
H 11.53663 12.50587 9.44780 0.0835
H 11.44533 8.70533 13.48277 0.1180
H 10.48898 6.64335 14.41536 0.4329
H 8.91298 5.26030 13.17948 0.3024
H 8.14922 5.96188 10.97470 0.3975
H 8.91366 8.09406 10.02871 0.6333
C 15.97967 15.08177 9.83489 -1.3990
C 15.41988 13.73796 9.94749 1.0185
C 15.92757 12.52489 9.41771 -1.6101
C 15.06179 11.48301 9.80263 0.2461
N 14.07167 12.05627 10.51816 -0.0436
N 14.23504 13.39243 10.44329 0.8939
C 15.17128 10.05436 9.55773 -0.9246
H 17.00792 14.96044 9.46250 0.4140
H 15.84815 15.69533 10.81882 0.1809
H 15.52819 15.56353 8.91089 0.3066
H 16.84656 12.30270 8.90798 0.4767
H 13.52883 14.01786 10.80962 -0.0291
H 16.26476 9.68138 9.33050 0.3173
H 14.54454 9.73707 8.70880 0.1371
H 14.86838 9.49540 10.50743 0.0536
```

For the total energy, the calculation gives -2874.0834 Ha. The value obtained for the LUMO energy is -2.052 eV. Its HOMO-LUMO gap is 6.264 eV. The value obtained for the energy above the lowest of the compared OMol25 structures with the same formula, charge and spin is 1.562 eV. The spin multiplicity is 1. The molar mass comes out at 738.1 g/mol. The total charge is 0.

Record 5
The following is a DFT calculation (the ωB97M-V functional and the def2-TZVPD basis) of 3 unconnected molecules or ions with the total composition C8H13F7N6O5P.

```
40
Properties=species:S:1:pos:R:3:mulliken_charge:R:1
O -1.48043 -1.15844 1.54454 -0.5833
P -0.08473 -0.60038 1.19185 0.7822
O 0.20993 -1.11711 -0.43302 -0.4902
O 1.15431 -1.29111 2.11945 -0.4218
N -0.04961 1.16931 1.14416 0.2753
C -1.10751 2.13036 1.40645 -0.4283
C -0.44246 3.51592 1.14556 -0.0218
N 0.93005 3.17533 0.80745 0.1851
C 2.10305 4.00075 0.42987 0.7022
F 2.28800 3.89732 -0.96802 -0.2626
F 3.24609 3.35442 1.02891 -0.2913
C 2.09245 5.50235 1.00051 0.3984
F 3.47199 5.85633 1.19923 -0.2616
F 1.48141 5.63684 2.27694 -0.2417
C 1.54424 6.60287 -0.07083 0.6784
F 0.34851 6.20448 -0.70639 -0.2165
F 1.46370 7.82499 0.62214 -0.1947
F 2.54331 6.75228 -1.08065 -0.2133
C 1.21499 1.76466 0.79130 -0.2981
H 0.09637 -0.31752 -1.01583 0.3341
H 2.00608 -1.23050 1.61341 0.3403
H -2.17865 1.92499 1.72799 0.4129
H -0.87040 4.56739 1.20727 0.4012
H 2.15537 1.17634 0.54487 0.3330
C 0.09801 -4.07798 -2.69991 0.6451
O -1.03638 -3.66780 -2.90702 -0.7222
N 0.86667 -3.61067 -1.68579 -0.2963
N 0.68112 -5.03126 -3.46299 -0.4021
H 1.79878 -3.93169 -1.49600 0.1599
H 0.46228 -2.89840 -1.09592 0.2687
H 0.13916 -5.40300 -4.22670 0.2431
H 1.60939 -5.38076 -3.30902 0.1579
C -3.15003 -4.89807 0.38704 0.6711
O -2.69348 -6.02856 0.31184 -0.6640
N -4.03186 -4.52815 1.35024 -0.3888
N -2.81572 -3.91531 -0.48409 -0.2547
H -4.41860 -3.60557 1.42969 0.1653
H -4.30505 -5.23181 2.01707 0.2261
H -2.16120 -4.15181 -1.21639 0.1405
H -3.17915 -2.98105 -0.43922 0.1324
```

For the total energy, the calculation gives -2057.5642 Ha. The value obtained for the LUMO energy is -5.711 eV. Its HOMO-LUMO gap is 5.284 eV. The spin multiplicity is 1. The molar mass comes out at 437.2 g/mol. The total charge is +1.

Record 6
The following is a DFT calculation (the ωB97M-V functional and the def2-TZVPD basis) of C4H5NO in the gas phase.

```
11
Properties=species:S:1:pos:R:3:mulliken_charge:R:1
C 1.47169 -1.50039 0.01139 -0.6080
C -0.19562 -0.97086 -0.12290 0.2281
C 1.05402 -0.15850 -0.04437 0.5717
C 1.51228 1.09358 0.05845 -0.7862
N -2.20995 0.30874 -0.05984 -0.4005
O -1.46763 -0.95044 -0.11363 -0.2095
H 1.67022 -2.00647 -0.82210 0.2259
H 0.85406 2.01408 0.23009 0.2039
H 2.55900 1.25200 0.10908 0.2796
H -3.16588 0.06522 0.02243 0.2588
H -2.08218 0.85304 0.73141 0.2362
```

For the total energy, the calculation gives -285.1040 Ha. The value obtained for the LUMO energy (alpha / beta) is 0.026 / 0.026 eV. As for the SMILES: C=C1C=C1ON. Its HOMO-LUMO gap (alpha / beta) is 7.659 / 7.659 eV. The value obtained for the energy above the lowest of the compared OMol25 structures with the same formula, charge and spin is 8.452 eV. The spin multiplicity is 1. The molar mass comes out at 83.1 g/mol. The total charge is 0.